(1)
{"formula": "C5H14N2", "method": "ωB97M-V/def2-TZVPD", "symbols": ["C", "N", "C", "C", "C", "N", "C", "H", "H", "H", "H", "H", "H", "H", "H", "H", "H", "H", "H", "H", "H"], "xyz": [[-1.09175, 0.84068, -1.36290], [-0.82441, 0.69821, 0.05591], [0.57535, 0.55908, 0.46211], [1.19226, -0.78358, 0.10995], [0.78612, -1.88908, 1.09320], [1.47372, -1.98681, 2.33991], [-2.02706, 2.02388, -1.69247], [-1.56965, -0.04473, -1.79341], [-0.13629, 1.02148, -1.84873], [-1.44751, 0.03993, 0.49707], [1.05226, 1.37364, -0.08957], [0.76347, 0.84605, 1.49760], [1.10157, -1.07962, -0.93456], [2.28489, -0.66498, 0.24259], [-0.30906, -1.88806, 1.11457], [1.03263, -2.84202, 0.58666], [1.31902, -1.18855, 2.96353], [2.49131, -1.93850, 2.23630], [-1.56601, 2.91664, -1.27936], [-2.02971, 2.06969, -2.78624], [-3.07114, 1.91666, -1.41217]], "forces_ev_per_angstrom": [[-0.8, 0.3, 0.3], [-0.2, 0.1, 0.9], [-0.5, 0.5, -1.5], [1.6, 0.4, 1.2], [0.1, -1.1, -2.4], [0.5, 1.1, 1.7], [0.9, -0.5, -0.6], [0.4, -0.3, 0.0], [0.0, -0.1, -0.3], [0.1, -0.1, 0.1], [0.4, -0.1, -0.1], [-0.4, -0.3, 0.2], [-0.6, 0.1, 0.0], [-0.1, -0.1, -0.1], [0.1, -0.1, 0.9], [-0.3, 0.3, 0.0], [-0.4, -0.3, -0.3], [-0.4, -0.4, -0.5], [-0.3, 0.3, 0.0], [0.0, 0.4, 0.0], [0.1, -0.1, 0.5]], "charge": 0, "smiles": "CCNCCCN", "gap_ev": 9.525, "e_above_lowest_ev": 1.083}


(2)
{"formula": "C5H14N2", "method": "ωB97M-V/def2-TZVPD", "symbols": ["C", "N", "C", "C", "C", "C", "N", "H", "H", "H", "H", "H", "H", "H", "H", "H", "H", "H", "H", "H", "H"], "xyz": [[0.10635, -0.01062, 0.49268], [-0.91993, 0.76847, -0.09305], [-1.88861, -0.11219, -0.77637], [-1.55222, 1.69271, 0.87778], [1.09860, -0.88545, -0.24584], [1.91033, -0.08744, -1.34139], [1.70183, -1.37177, 0.94436], [-0.36252, -0.73937, 1.43223], [0.77025, 0.68420, 1.02450], [-2.18455, -0.98371, -0.17305], [-2.74180, 0.52317, -1.01930], [-1.38526, -0.39780, -1.70333], [-1.06128, 2.67245, 0.69010], [-1.05563, 1.57287, 1.86056], [-2.62930, 1.69493, 0.82298], [0.45556, -1.55256, -0.87171], [2.93922, -0.41870, -1.37801], [1.42477, -0.35135, -2.28667], [1.72169, 0.98745, -1.32090], [2.38853, -2.11443, 0.85155], [-0.97501, -1.03808, 1.97442]], "forces_ev_per_angstrom": [[1.5, 4.7, -3.3], [-0.3, -3.2, 2.1], [0.4, 1.2, -0.8], [2.8, 1.1, -0.1], [-0.8, -0.4, -0.6], [-1.6, -0.6, -0.2], [0.4, 0.4, 0.4], [-1.2, -1.6, 2.0], [-0.4, -0.5, 1.1], [0.1, 0.2, -0.1], [-0.1, -0.4, -0.1], [-0.4, -0.4, 0.1], [-1.1, 0.0, -0.5], [-1.1, -0.8, 0.0], [-0.1, 0.1, 0.3], [0.3, -0.6, 0.4], [0.3, 0.3, 0.2], [0.3, -0.2, -0.2], [0.7, 0.1, 0.6], [-0.2, -0.1, -0.6], [0.4, 0.5, -0.6]], "charge": 0, "gap_ev": 5.172, "e_above_lowest_ev": 7.795}


(3)
{"formula": "C5H14N2", "method": "ωB97M-V/def2-TZVPD", "symbols": ["C", "N", "C", "C", "C", "C", "N", "H", "H", "H", "H", "H", "H", "H", "H", "H", "H", "H", "H", "H", "H"], "xyz": [[4.07358, 0.77557, -0.63251], [0.38203, 0.15249, -0.70498], [-0.30653, -2.20160, 0.82737], [-1.34945, -1.13730, 0.55721], [-0.73640, 0.11607, -0.05909], [-1.56879, 1.38144, 0.14434], [-2.96958, 1.13786, -0.14255], [4.99529, 0.21046, -0.66489], [3.23129, 0.09650, -0.63966], [4.06839, 1.43207, -1.49722], [3.99220, 1.38857, 0.26211], [0.55333, -1.76614, 1.31650], [-0.67629, -2.96786, 1.52259], [-0.00227, -2.69377, -0.09033], [-1.77174, -0.79917, 1.50162], [-2.17271, -1.52428, -0.03572], [-0.48558, -0.19121, -1.36044], [-1.11773, 2.19589, -0.43050], [-1.50398, 1.65538, 1.21431], [-3.53062, 1.96481, -0.00787], [-3.10441, 0.77423, -1.08030]], "forces_ev_per_angstrom": [[-0.1, 0.2, 0.0], [-0.3, -0.2, -0.6], [-0.2, -0.5, 0.3], [0.4, 0.0, 0.6], [-0.9, 0.6, 0.6], [0.0, 0.5, 0.6], [-0.2, -0.5, 0.0], [0.2, -0.1, 0.3], [-0.2, -0.1, -0.2], [-0.2, 0.0, -0.1], [0.2, 0.0, 0.1], [0.4, 0.1, -0.1], [-0.2, 0.1, -0.3], [0.2, 0.0, 0.0], [-0.3, 0.0, 0.1], [-0.2, 0.1, -0.1], [1.2, -0.4, -0.7], [0.1, -0.2, 0.0], [0.1, -0.1, -0.3], [0.0, 0.0, -0.1], [-0.1, 0.3, 0.1]], "charge": 0, "gap_ev": 8.754, "e_above_lowest_ev": 3.802}


(4)
{"formula": "C5H14N2", "method": "ωB97M-V/def2-TZVPD", "symbols": ["C", "C", "C", "C", "C", "N", "N", "H", "H", "H", "H", "H", "H", "H", "H", "H", "H", "H", "H", "H", "H"], "xyz": [[-0.06162, 2.14095, -0.25988], [0.98171, 1.10503, 0.13322], [0.83440, -0.23560, -0.62735], [0.12256, -1.32184, 0.15970], [-2.16660, -2.22210, 0.20649], [-1.31558, -1.04474, 0.31921], [2.36320, 1.59283, -0.00803], [-0.27798, 2.12481, -1.33414], [0.29032, 3.15165, -0.09028], [-1.02424, 1.88516, 0.19250], [0.85940, 0.84321, 1.18943], [0.30790, -0.03643, -1.57057], [1.83602, -0.55635, -0.91561], [0.30149, -2.29609, -0.27268], [0.55037, -1.30189, 1.17381], [-1.70956, -3.07549, 0.73750], [-3.14679, -2.02920, 0.64792], [-2.33573, -2.49684, -0.83858], [-1.50645, -0.61004, 1.20911], [2.47736, 2.19085, -0.82097], [2.61983, 2.19214, 0.76918]], "forces_ev_per_angstrom": [[-0.5, -0.4, -0.7], [0.4, -0.4, -0.1], [0.0, 0.5, -0.6], [-0.2, 1.1, 0.9], [0.2, -0.2, 0.2], [-0.3, -0.1, -0.5], [0.3, 0.3, 0.1], [0.3, -0.2, -0.1], [-0.2, 0.2, 0.7], [0.1, 0.5, 0.2], [0.1, 0.3, 0.1], [-0.1, -0.2, 0.1], [0.1, -0.1, 0.2], [-0.2, -0.3, -0.2], [0.3, -0.4, -0.2], [-0.3, -0.1, -0.2], [0.1, 0.0, 0.0], [0.2, 0.0, 0.1], [0.2, 0.1, 0.0], [-0.2, -0.2, -0.2], [-0.1, -0.1, 0.1]], "charge": 0, "smiles": "CNCC[C@H](C)N", "gap_ev": 9.789, "e_above_lowest_ev": 0.940}


(5)
{"formula": "C5H14N2", "method": "ωB97M-V/def2-TZVPD", "symbols": ["C", "C", "C", "C", "H", "H", "H", "H", "H", "H", "H", "H", "H", "H", "N", "C", "N", "H", "H", "H", "H"], "xyz": [[-0.76667, -0.25304, -0.28741], [-0.15411, -1.49247, -0.62659], [-1.54844, -0.17670, 1.01764], [-1.37876, 0.55763, -1.42343], [0.25044, 0.52353, 0.01139], [1.31450, -1.07474, -0.45048], [-0.14629, -1.80246, -1.66694], [-0.20236, -2.30877, 0.08818], [-1.02535, -0.69822, 1.82202], [-1.71257, 0.85864, 1.33046], [-2.52965, -0.64527, 0.89944], [-0.72816, 0.55608, -2.30081], [-1.55244, 1.59648, -1.12994], [-2.33982, 0.12813, -1.72149], [1.72152, 0.82016, 1.69640], [1.61408, 0.79506, 0.28425], [2.18430, -0.27523, -0.32702], [1.91027, -0.09684, 2.07969], [0.95321, 1.27119, 2.17317], [2.44894, -0.05757, -1.28244], [1.68735, 1.77442, -0.18610]], "forces_ev_per_angstrom": [[0.0, -0.3, -0.1], [0.0, 0.3, 0.1], [0.0, 0.0, -0.1], [0.0, 0.0, 0.1], [0.2, 0.1, 0.0], [-0.1, 0.1, 0.0], [0.0, 0.0, 0.0], [0.0, 0.0, 0.0], [0.0, 0.0, 0.0], [0.0, 0.0, 0.0], [0.0, 0.0, 0.0], [0.0, 0.0, 0.0], [0.0, 0.0, 0.0], [0.0, 0.0, 0.0], [0.0, 0.0, 0.0], [-0.2, -0.3, -0.1], [0.0, 0.2, 0.1], [0.0, 0.0, -0.1], [0.0, 0.0, 0.0], [0.0, 0.0, 0.0], [0.0, -0.1, 0.0]], "charge": 0, "gap_ev": 8.567, "e_above_lowest_ev": 2.905}


(6)
{"formula": "C5H14N2", "method": "ωB97M-V/def2-TZVPD", "symbols": ["C", "N", "C", "C", "C", "C", "N", "H", "H", "H", "H", "H", "H", "H", "H", "H", "H", "H", "H", "H", "H"], "xyz": [[0.02804, 0.41108, 0.78778], [-1.31793, 0.14159, 0.24156], [-1.72473, 0.93661, -0.83848], [-1.92517, -1.21089, 0.27281], [1.17498, 0.13755, -0.24354], [1.46148, -1.31574, -0.20901], [2.25414, 1.06576, 0.14739], [-0.12722, 1.54883, 1.20043], [0.03832, -0.28385, 1.67972], [-1.44028, 1.90660, -0.41655], [-2.82675, 1.05496, -1.01903], [-1.27106, 0.87672, -1.83259], [-1.73051, -1.73646, -0.70069], [-1.55073, -1.79329, 1.09984], [-3.07442, -1.08585, 0.22869], [0.82679, 0.55507, -1.28089], [0.66935, -1.92594, -0.62327], [1.63180, -1.68680, 0.82626], [2.48230, -1.46485, -0.69320], [2.88043, 1.20269, -0.66144], [2.85091, 0.62901, 0.85279]], "forces_ev_per_angstrom": [[-2.6, 1.1, 0.6], [-0.7, -2.5, 0.7], [-0.8, 2.6, 0.2], [-0.8, 1.3, -2.0], [-1.6, 3.0, 0.4], [2.5, -1.0, 0.0], [1.1, -0.6, -0.8], [1.3, -2.6, -1.1], [0.7, 0.9, -0.8], [-0.1, 0.7, -0.9], [0.7, -0.7, 0.5], [0.3, -0.6, -0.1], [0.2, -0.1, 0.7], [-0.2, -0.2, 0.3], [1.7, -0.3, 0.7], [0.5, -1.1, 1.8], [0.0, -0.1, -0.4], [-0.2, 0.4, -0.4], [-1.4, -0.3, 0.1], [-0.4, 0.0, 0.6], [-0.2, 0.1, 0.0]], "charge": 0, "smiles": "C[C@H](N)CN(C)C", "gap_ev": 8.811, "e_above_lowest_ev": 2.127}


no.,highest occupied orbital energy (eV),LUMO energy (eV)
1,-8.406,1.119
2,-6.441,-1.270
3,-7.951,0.803
4,-8.654,1.135
5,-7.699,0.868
6,-7.785,1.026